The following is a DFT calculation (ωB97M-V with the def2-TZVPD basis set) of a 4-piece molecular cluster, C31H31ClO7Si2 overall at a distorted geometry.

Last column: Mulliken charge in e.
Positions of all 72 atoms, in Å:
C: 10.583 -2.259 2.037  0.1159
C: 9.422 -1.891 1.995  -0.5925
C: 7.937 -1.396 2.074  -0.5692
C: 7.072 -1.923 0.833  -0.3490
C: 6.849 -0.742 -0.217  -0.8624
Si: 5.026 -0.290 -0.547  0.4061
O: 4.002 -1.004 0.685  -0.1493
Si: 2.408 -0.951 0.001  0.6327
Cl: 1.865 -2.935 -0.462  -0.3181
C: 1.215 -0.042 1.175  -0.9756
C: -0.227 -0.690 1.223  1.0453
C: -1.359 0.063 0.580  -1.2547
C: -2.706 -0.630 0.621  -0.3146
C: -2.845 -1.960 1.280  0.7892
C: -4.249 -2.723 1.324  -0.9063
C: -1.696 -2.688 1.941  -0.7178
C: -0.369 -2.014 1.899  -0.4592
H: 11.678 -2.447 2.150  0.3852
H: 7.513 -1.764 3.063  0.2985
H: 7.979 -0.263 2.086  0.2759
H: 7.666 -2.726 0.305  0.3427
H: 6.125 -2.401 1.216  0.2306
H: 7.281 -1.075 -1.219  0.3320
H: 7.375 0.222 0.087  0.3637
H: 4.607 -0.802 -1.868  -0.0930
H: 4.786 1.166 -0.438  -0.1844
H: 2.449 -0.174 -1.254  -0.1849
H: 1.651 0.083 2.219  0.4293
H: 1.076 1.006 0.741  0.2672
H: -1.205 1.076 0.100  0.3723
H: -3.569 -0.086 0.143  0.3392
H: -4.941 -2.189 0.605  0.0215
H: -4.118 -3.789 0.970  0.3561
H: -4.601 -2.664 2.401  0.3048
H: -1.822 -3.695 2.417  0.3200
H: 0.528 -2.516 2.349  0.3381
C: -2.766 2.642 4.042  -0.5643
C: -2.412 2.342 2.793  0.0345
C: -2.629 3.297 1.683  0.5526
O: -2.307 3.024 0.541  -0.5577
C: -3.252 4.598 2.013  -0.4591
C: -3.606 4.898 3.262  -0.4329
C: -3.390 3.943 4.373  0.2946
O: -3.711 4.218 5.512  -0.5483
H: -2.616 1.956 4.866  0.4482
H: -1.954 1.396 2.534  0.3737
H: -3.402 5.284 1.189  0.4219
H: -4.064 5.845 3.521  0.4017
C: -10.050 -2.883 -0.379  -0.3361
C: -9.242 -1.906 0.031  -0.4256
C: -7.902 -1.716 -0.568  0.4275
O: -7.163 -0.827 -0.194  -0.5450
C: -7.495 -2.652 -1.641  -0.2154
C: -8.303 -3.628 -2.051  -0.3554
C: -9.644 -3.818 -1.451  0.3597
O: -10.382 -4.707 -1.826  -0.5437
H: -11.033 -3.037 0.049  0.3990
H: -9.523 -1.213 0.814  0.4099
H: -6.512 -2.498 -2.068  0.4257
H: -8.022 -4.322 -2.833  0.4040
C: 3.014 2.110 -4.719  -0.3419
C: 2.769 3.292 -5.281  -0.3434
C: 3.811 4.341 -5.348  0.3297
O: 3.588 5.421 -5.858  -0.5446
C: 5.136 4.025 -4.767  -0.3572
C: 5.380 2.842 -4.205  -0.2953
C: 4.338 1.794 -4.139  0.3733
O: 4.561 0.713 -3.628  -0.4989
H: 2.264 1.331 -4.661  0.4463
H: 1.806 3.540 -5.711  0.4049
H: 5.886 4.803 -4.825  0.4002
H: 6.343 2.595 -3.775  0.4220

Calculated values
Kohn-Sham gap	6.8	eV

The following is a DFT calculation (ωB97M-V with the def2-TZVPD basis set) of C30H28MnN5O6S as an isolated structure.

Last column: Löwdin spin population.
Positions of all 71 atoms, in Å:
Mn: 0.975 0.204 -0.166  3.7575
C: 5.004 -0.727 -0.902  -0.0012
C: 3.823 0.182 -0.716  0.0163
O: 2.703 -0.436 -0.530  0.0235
C: 3.956 1.545 -0.757  0.0124
C: 2.860 2.438 -0.694  0.0185
C: 3.129 3.910 -0.832  -0.0001
N: 1.631 2.026 -0.537  -0.0300
N: 0.628 3.023 -0.529  -0.0026
C: -0.508 2.459 -0.301  0.0038
O: -0.659 1.166 -0.151  0.0175
C: -1.742 3.284 -0.198  -0.0021
C: -2.964 2.668 0.040  0.0009
C: -4.118 3.433 0.153  0.0000
C: -4.052 4.813 0.027  0.0006
C: -2.830 5.430 -0.214  -0.0001
C: -1.679 4.670 -0.327  -0.0001
H: 4.715 -1.758 -0.725  0.0001
H: 5.803 -0.452 -0.213  0.0002
H: 5.391 -0.631 -1.918  0.0006
H: 4.942 1.963 -0.899  0.0009
H: 4.199 4.100 -0.859  -0.0001
H: 2.672 4.458 -0.009  0.0006
H: 2.668 4.289 -1.744  0.0009
H: -3.000 1.593 0.138  0.0001
H: -5.068 2.951 0.339  0.0000
H: -4.951 5.408 0.116  0.0000
H: -2.777 6.506 -0.314  0.0000
H: -0.722 5.137 -0.516  0.0000
C: 1.357 3.259 2.809  0.0000
C: 1.490 1.798 3.049  0.0042
N: 1.290 0.825 2.180  0.0410
C: 1.523 -0.348 2.849  0.0010
C: 1.870 -0.090 4.140  0.0004
N: 1.844 1.277 4.248  0.0017
C: 2.257 -0.907 5.315  0.0001
O: 2.267 -2.213 5.151  0.0002
O: 2.546 -0.354 6.352  0.0002
C: 1.272 -1.634 2.148  0.0057
O: 1.514 -2.697 2.731  0.0068
O: 0.768 -1.508 0.989  0.0433
H: 1.174 3.444 1.753  0.0000
H: 2.266 3.788 3.102  0.0000
H: 0.528 3.674 3.383  0.0000
H: 2.067 1.763 5.103  0.0003
H: 1.993 -2.463 4.212  0.0001
N: -0.026 -1.096 -1.518  0.0511
S: -0.274 -2.652 -1.296  0.0127
C: -0.794 -3.302 -2.857  0.0039
C: 0.082 -4.136 -3.534  0.0015
C: -0.271 -4.611 -4.792  0.0000
C: -1.483 -4.247 -5.355  0.0011
C: -2.356 -3.409 -4.668  0.0000
C: -2.015 -2.936 -3.414  0.0014
C: -1.780 -2.895 -0.366  0.0023
C: -2.333 -1.823 0.311  -0.0002
C: -3.464 -2.041 1.091  0.0001
C: -4.017 -3.307 1.189  -0.0001
C: -3.444 -4.375 0.507  0.0002
C: -2.320 -4.172 -0.274  0.0004
H: -0.798 -0.661 -2.021  0.0024
H: 1.027 -4.407 -3.084  0.0001
H: 0.404 -5.265 -5.327  0.0000
H: -1.758 -4.618 -6.334  0.0001
H: -3.304 -3.130 -5.108  0.0000
H: -2.694 -2.297 -2.863  0.0001
H: -1.894 -0.838 0.231  -0.0001
H: -3.907 -1.212 1.629  0.0000
H: -4.895 -3.470 1.800  0.0000
H: -3.872 -5.365 0.584  0.0000
H: -1.871 -5.002 -0.807  0.0000

Calculated values
spin multiplicity	5
Kohn-Sham gap (spin up / spin down)	7.6 / 8.0	eV

| no. | energy (Eh) |
| --- | --- |
| 1 | -2765.58756 |
| 2 | -3434.54047 |